The following is a quantum chemistry calculation of one molecule with the formula C5H8N2 in a non-equilibrium geometry, from the OMol25 dataset.

Properties
- LUMO: 0.93 eV
- Relative energy (zero: lowest compared OMol25 entry of this formula, charge and spin): 179.8 kJ/mol
- Electronic energy: -304.7670 hartree
- F_max: 4.31 eV/A
- 2S+1: 1

Structure (XYZ):
```
15
C5H8N2, DFT ωB97M-V/def2-TZVPD
C -1.024 1.930 1.211
C -0.180 0.955 0.468
C -0.604 -0.182 -0.142
N 0.495 -0.701 -0.818
C 0.412 -2.169 -0.802
C 1.518 0.120 -0.518
N 1.152 1.160 0.205
H -0.402 2.685 1.693
H -1.687 2.425 0.495
H -1.652 1.435 1.960
H -1.589 -0.442 -0.496
H -0.139 -2.506 -1.700
H 1.422 -2.633 -0.909
H -0.253 -1.987 0.185
H 2.532 -0.091 -0.831
```

In elementary charge units, the Mulliken charges are: C -1.099; C 0.691; C -0.732; N 0.115; C -0.761; C -0.120; N -0.665; H 0.308; H 0.278; H 0.315; H 0.397; H 0.187; H 0.261; H 0.426; H 0.400